[1]
{
  "formula": "C59H53N4O5SSbTi",
  "method": "ωB97M-V with the def2-TZVPD basis set",
  "species": ["Ti", "O", "C", "O", "C", "C", "C", "C", "C", "O", "C", "C", "O", "O", "H", "H", "H", "H", "H", "H", "H", "H", "C", "C", "C", "C", "N", "C", "C", "C", "C", "C", "C", "C", "H", "H", "H", "H", "H", "H", "H", "H", "C", "C", "C", "C", "C", "C", "C", "N", "C", "N", "C", "C", "C", "C", "C", "C", "C", "N", "C", "C", "C", "C", "C", "C", "C", "H", "H", "H", "H", "H", "H", "H", "H", "H", "H", "H", "H", "H", "H", "H", "H", "H", "H", "H", "H", "H", "H", "S", "Sb", "C", "C", "C", "C", "C", "C", "C", "C", "C", "C", "C", "C", "C", "C", "C", "C", "C", "C", "H", "H", "H", "H", "H", "H", "H", "H", "H", "H", "H", "H", "H", "H", "H"],
  "coordinates": [[0.6213, 0.0891, 1.0795], [3.0661, -3.4005, 1.1535], [2.0715, -2.7261, 1.4452], [1.8275, -1.5414, 1.0210], [1.0702, -3.3347, 2.4984], [1.2174, -2.5429, 3.7859], [0.5377, -3.3045, 4.9224], [-0.9511, -3.0514, 4.5816], [-0.8274, -2.1953, 3.3221], [0.3482, -1.4489, 3.5689], [-0.4397, -3.0605, 2.1748], [-0.5664, -2.3215, 0.8053], [-0.5261, -3.0052, -0.2105], [-0.7501, -0.9971, 0.8541], [1.3145, -4.4122, 2.6293], [2.2704, -2.1703, 3.9989], [0.8259, -2.8589, 5.9183], [0.8120, -4.3889, 4.9191], [-1.4568, -2.4609, 5.3972], [-1.5339, -3.9871, 4.3782], [-1.6670, -1.4919, 3.0808], [-1.0488, -3.9935, 2.1007], [4.4329, 0.4272, 3.1357], [4.0526, 0.9871, 4.3492], [2.7452, 1.4499, 4.4377], [1.8683, 1.3576, 3.4080], [2.2123, 0.7825, 2.1726], [3.4977, 0.3506, 2.1041], [0.5325, 1.7392, 3.5593], [-0.0273, 2.5031, 4.5326], [-1.4169, 2.6337, 4.6218], [-2.2323, 1.9486, 3.7216], [-1.6377, 1.2374, 2.7098], [-0.3339, 1.1347, 2.5834], [5.4700, 0.0201, 2.9871], [4.7666, 1.0342, 5.2253], [2.3887, 1.9025, 5.3949], [3.8463, -0.0951, 1.1961], [0.6193, 3.0520, 5.2686], [-1.8750, 3.2747, 5.4187], [-3.3449, 1.9934, 3.8206], [-2.2510, 0.6933, 1.9823], [-7.0333, 0.9364, 2.0018], [-6.9870, 1.0586, 0.5390], [-8.1571, 1.0687, -0.2023], [-8.1524, 1.1134, -1.5921], [-6.9419, 1.1290, -2.2544], [-5.7687, 1.1334, -1.5195], [-5.7808, 1.1205, -0.1262], [-4.5815, 1.2685, 0.4756], [-3.4413, 0.7624, -0.1360], [-2.5885, 1.7730, -0.2993], [-1.2500, 2.0823, -0.6844], [-0.0865, 1.7838, 0.0009], [0.9929, 2.6174, -0.2931], [0.9502, 3.6052, -1.2614], [-0.1773, 3.7278, -2.0011], [-1.2628, 2.9866, -1.6935], [-2.4811, 3.1766, -2.4506], [-3.4114, -0.4255, -0.5159], [-4.2645, -1.3279, 0.0484], [-4.5143, -1.3252, 1.4442], [-5.2783, -2.3194, 2.0402], [-5.8228, -3.3183, 1.2695], [-5.5658, -3.3318, -0.0945], [-4.8001, -2.3735, -0.7079], [-4.4695, -2.4549, -2.1204], [-8.0857, 0.8485, 2.3470], [-6.5747, 1.8202, 2.5076], [-6.4883, 0.0353, 2.3296], [-9.1159, 1.0330, 0.3307], [-9.0946, 1.1122, -2.1492], [-6.9006, 1.1352, -3.3521], [-4.7956, 1.1487, -2.0219], [-4.5738, 1.2565, 1.4795], [-3.0671, 2.6738, -0.0817], [1.9602, 2.4984, 0.3094], [1.8376, 4.2494, -1.4788], [-0.2199, 4.4388, -2.8503], [-2.2461, 3.6942, -3.4110], [-3.2151, 3.8065, -1.8876], [-2.9692, 2.2053, -2.6695], [-4.0459, -0.5223, 2.0739], [-5.4282, -2.3053, 3.1368], [-6.4261, -4.1134, 1.7326], [-5.9681, -4.1543, -0.7076], [-4.9822, -3.3164, -2.6062], [-3.3630, -2.5795, -2.1980], [-4.7386, -1.5112, -2.6447], [1.4383, -0.2200, -1.5937], [3.6279, 0.5970, -1.7633], [5.7335, -0.6800, -1.0669], [5.5106, -1.9858, -0.7078], [6.5874, -2.8382, -0.4315], [7.8861, -2.3660, -0.5179], [8.1150, -1.0458, -0.8781], [7.0381, -0.2048, -1.1499], [3.4602, 2.2279, -3.3067], [2.3463, 2.2768, -4.1192], [2.2756, 3.1902, -5.1755], [3.3325, 4.0570, -5.4199], [4.4533, 4.0112, -4.6068], [4.5110, 3.0977, -3.5537], [4.1470, -0.5704, -3.5054], [3.4192, -1.6765, -3.8908], [3.8009, -2.4483, -4.9923], [4.9265, -2.1060, -5.7197], [5.6714, -0.9975, -5.3441], [5.2815, -0.2393, -4.2389], [4.4741, -2.3658, -0.6083], [6.3953, -3.8863, -0.1312], [8.7402, -3.0319, -0.2964], [9.1525, -0.6680, -0.9456], [7.2279, 0.8490, -1.4456], [1.5111, 1.5718, -3.9043], [1.3791, 3.2275, -5.8164], [3.2846, 4.7793, -6.2509], [5.2995, 4.6931, -4.8009], [5.4112, 3.0630, -2.9061], [2.5153, -1.9269, -3.2987], [3.2136, -3.3338, -5.2827], [5.2354, -2.7062, -6.5874], [6.5717, -0.7251, -5.9153], [5.8723, 0.6386, -3.9387]],
  "forces_ev_per_a": [[1.3, -0.2, -3.0], [-1.0, 0.7, 0.4], [0.8, -1.3, 0.1], [0.0, -0.3, 0.6], [0.5, -0.4, -1.1], [1.7, 0.1, 0.5], [0.4, -0.4, 1.1], [-1.1, -0.1, 0.8], [-1.6, 0.9, 0.3], [0.3, 1.1, 0.2], [0.1, -0.4, -1.5], [-0.3, -2.3, -1.1], [-0.3, 1.5, 1.5], [-1.7, -2.1, -0.2], [-0.2, 0.8, -0.2], [-1.3, -0.4, -0.3], [-0.4, -0.5, -0.9], [-0.2, 0.9, 0.1], [0.4, -0.7, -0.8], [0.5, 0.8, 0.3], [0.7, -0.7, 0.5], [0.5, 0.7, 0.0], [1.0, -0.1, 0.4], [0.7, -0.2, 0.2], [0.9, 0.7, 2.3], [1.9, -0.9, -2.0], [2.4, 0.9, 3.5], [-0.3, 0.2, -0.1], [-3.3, -0.7, -1.9], [0.2, 1.4, 1.8], [-0.7, 0.5, 0.7], [-1.0, 0.9, 1.2], [-3.5, -0.7, -0.5], [3.9, 0.6, 0.5], [-1.3, 0.5, 0.0], [-1.0, 0.0, -1.1], [0.3, -0.5, -1.0], [-0.3, -0.2, -0.6], [-0.7, -0.6, -0.7], [0.5, -0.7, -0.8], [1.0, 0.0, -0.1], [0.1, 0.3, 0.3], [-0.2, 0.2, 1.5], [-0.6, -0.1, -0.2], [-0.6, 0.0, -0.2], [-0.8, -0.1, 0.1], [0.5, -0.1, -0.4], [0.0, 0.0, -0.9], [-0.6, 0.2, -1.7], [-0.7, 1.1, 2.3], [0.5, 1.2, 0.0], [-0.2, 1.4, 0.8], [0.3, -1.0, 0.9], [0.4, -0.1, 0.3], [1.6, 0.3, 1.2], [2.1, 0.5, 0.7], [0.4, 1.6, -1.7], [-0.1, 0.3, -0.8], [-1.9, 0.6, -1.6], [1.5, -1.5, -1.1], [-0.4, -0.7, 1.7], [0.6, 0.4, 0.1], [0.2, 0.5, 1.0], [-0.5, -0.8, 0.1], [-0.7, -0.9, 0.0], [-0.1, 0.3, 0.7], [0.6, -0.1, -1.8], [0.7, 0.1, -0.1], [-0.3, -0.5, -0.2], [-0.2, 0.3, 0.0], [0.4, 0.0, -0.2], [0.3, 0.0, 0.2], [0.0, 0.0, 0.5], [-0.5, 0.1, 0.1], [0.0, 0.2, 0.1], [0.5, -1.4, -0.2], [-1.3, 0.1, -1.1], [-0.8, -0.7, 0.3], [0.0, -0.5, 0.6], [-0.4, -0.3, 0.6], [0.2, -0.3, -0.5], [0.2, 0.6, 0.0], [-0.4, -1.2, -0.6], [0.1, 0.0, -0.7], [0.3, 0.4, -0.3], [0.2, 0.4, 0.3], [0.4, 0.6, 0.2], [-0.7, 0.1, -0.2], [0.2, -0.6, 0.2], [-1.3, -0.4, 0.4], [1.2, 1.2, 1.0], [-0.5, 1.0, -0.5], [0.0, -1.1, 0.5], [-0.6, -0.7, 0.3], [0.7, -0.5, 0.2], [0.6, 0.6, -0.1], [0.2, 0.0, 0.1], [0.1, -0.3, 0.0], [-0.9, 0.0, -0.5], [-0.7, -0.2, -0.1], [-0.1, 0.4, -0.5], [0.7, 0.3, 0.1], [0.4, 0.3, 0.2], [0.0, -0.1, 0.0], [-0.9, -0.6, 0.1], [-0.4, -0.4, 0.1], [0.2, -0.3, -0.5], [0.4, 0.5, 0.1], [0.4, 0.2, -0.3], [0.7, 0.1, -0.1], [0.2, 0.6, -0.2], [-0.5, 0.4, -0.1], [-0.5, -0.2, 0.0], [0.0, -0.5, 0.2], [0.5, 0.6, -0.3], [0.4, 0.0, 0.3], [0.0, -0.4, 0.4], [-0.4, -0.3, 0.1], [-0.5, 0.1, -0.4], [0.6, 0.0, -0.5], [0.2, 0.5, 0.2], [-0.1, 0.2, 0.4], [-0.4, -0.1, 0.3], [-0.2, -0.4, -0.2]],
  "homo_energy_ev": [0.225, 0.225],
  "total_charge": -2,
  "relative_energy_ev": 5.3211
}

---

[2]
{
  "formula": "C3H2O",
  "method": "ωB97M-V with the def2-TZVPD basis set",
  "species": ["C", "C", "C", "H", "H", "O"],
  "coordinates": [[0.2704, -1.0769, -0.2436], [-0.2046, 0.3079, -0.0111], [-0.4904, 1.4592, 0.3309], [-0.4521, -1.8895, -0.2156], [-0.5842, 2.5593, 0.4762], [1.4609, -1.3600, -0.3369]],
  "forces_ev_per_a": [[1.9, 0.1, 0.5], [-0.3, 2.2, 0.9], [0.9, -1.4, -1.1], [-0.5, 0.0, -0.2], [-0.1, -1.7, 0.0], [-1.8, 0.8, -0.1]],
  "smiles": "C#CC=O",
  "homo_energy_ev": -10.746,
  "relative_energy_ev": 0.2530
}

---

[3]
{
  "formula": "C4H8N2S",
  "method": "ωB97M-V with the def2-TZVPD basis set",
  "species": ["C", "C", "C", "C", "H", "H", "H", "H", "H", "H", "H", "H", "N", "N", "S"],
  "coordinates": [[2.0074, 0.2363, -0.6571], [0.3929, -0.0749, -0.4170], [0.0991, -1.2690, 0.3918], [-1.0494, -1.3067, 1.0237], [2.1360, 1.0593, -1.8165], [2.1716, 0.9790, 0.3528], [2.6992, -0.8186, -0.9506], [0.8999, -1.9172, 0.6173], [-1.3327, -2.2376, 1.5646], [-2.5625, -0.3273, 2.4721], [-2.2526, 0.1767, 0.2413], [-0.8183, 3.2417, -1.0886], [-2.3497, -0.9150, 0.4189], [-0.3628, 0.8869, -0.6803], [0.3219, 2.2863, -1.4722]],
  "forces_ev_per_a": [[-0.2, 0.4, -1.8], [5.2, 0.2, -0.7], [0.6, 2.7, -0.8], [-4.5, -4.0, -1.6], [-0.2, -2.9, 3.8], [0.5, -2.4, -3.0], [-1.9, 3.4, 1.6], [0.7, -0.5, 0.3], [0.9, 0.8, 0.3], [-0.3, -0.6, -2.8], [-0.1, -2.6, -0.2], [2.1, -2.1, -0.9], [1.9, 4.5, 4.8], [-1.6, 1.4, -0.6], [-2.9, 1.6, 1.4]],
  "homo_energy_ev": -8.549,
  "relative_energy_ev": 10.7191
}

---

[4]
{
  "formula": "C39H31CoGeN3O2",
  "method": "ωB97M-V with the def2-TZVPD basis set",
  "species": ["Co", "C", "C", "N", "C", "C", "C", "C", "C", "C", "C", "N", "C", "C", "C", "C", "C", "C", "C", "C", "N", "C", "H", "H", "H", "H", "H", "H", "H", "H", "H", "H", "H", "H", "O", "C", "O", "C", "C", "Ge", "C", "C", "C", "C", "C", "C", "C", "C", "C", "C", "C", "C", "C", "C", "C", "C", "C", "C", "H", "H", "H", "H", "H", "H", "H", "H", "H", "H", "H", "H", "H", "H", "H", "H", "H", "H", "H"],
  "coordinates": [[-1.8823, -0.9532, -1.7590], [-3.5253, 2.6810, -2.2038], [-3.9217, 1.2282, -2.1109], [-3.3013, 0.1399, -2.0021], [-0.6820, 0.5184, -1.8203], [-1.0591, 2.6247, -1.8965], [-2.3546, 3.3260, -2.1093], [0.3431, 3.2834, -1.7256], [1.9571, 1.7134, -1.5561], [1.7997, 0.2234, -1.6266], [0.5522, -0.2986, -1.7280], [-0.0045, -1.5350, -1.8416], [0.3065, -2.8323, -1.8195], [1.5679, -3.4200, -1.7364], [1.6775, -4.8108, -1.6695], [0.5568, -5.6098, -1.6790], [-0.7448, -5.0502, -1.7704], [-1.9309, -5.8159, -1.7482], [-3.1371, -5.1798, -1.8185], [-3.1646, -3.7781, -1.9158], [-2.0783, -3.0393, -1.9400], [-0.8734, -3.6629, -1.8582], [-4.4000, 3.3007, -2.3624], [-5.0156, 1.1393, -2.1484], [-2.3615, 4.4070, -2.2043], [0.3381, 4.3707, -1.6915], [3.0012, 1.9678, -1.3931], [2.6816, -0.4024, -1.5858], [2.4518, -2.7978, -1.7109], [2.6571, -5.2637, -1.6017], [0.6571, -6.6855, -1.6101], [-1.8719, -6.8940, -1.6678], [-4.0673, -5.7280, -1.7953], [-4.1068, -3.2467, -1.9664], [-1.4115, -3.0162, 0.8733], [-1.5257, -1.8242, 1.1447], [-1.6878, -0.8657, 0.2995], [-1.4342, -1.3633, 2.5960], [-1.3464, 0.1496, 2.7627], [0.2373, 0.9697, 1.9676], [0.0019, 1.7144, 0.1163], [1.0195, 2.5345, -0.5508], [1.3105, 2.5918, -2.7350], [0.4517, 1.8429, -3.6568], [-0.8053, 1.5299, -2.9768], [-1.1423, 1.6489, -0.6904], [0.5652, 2.6956, 2.8332], [1.7631, 3.4043, 2.7161], [1.9234, 4.6399, 3.3246], [0.8814, 5.1933, 4.0564], [-0.3165, 4.5070, 4.1791], [-0.4709, 3.2677, 3.5717], [1.8029, -0.1899, 1.9851], [2.9256, 0.1392, 2.7440], [4.0122, -0.7224, 2.8219], [3.9810, -1.9386, 2.1581], [2.8599, -2.2916, 1.4191], [1.7830, -1.4225, 1.3259], [-0.5782, -1.8679, 3.0487], [-2.3141, -1.7544, 3.1124], [-1.2969, 0.4115, 3.8238], [-2.2375, 0.6279, 2.3536], [1.6112, 3.1171, 0.1503], [2.0632, 3.2190, -3.2076], [0.7465, 1.4636, -4.6234], [-1.6474, 1.3068, -3.6257], [-2.0828, 1.3615, -0.2439], [2.5933, 2.9889, 2.1545], [2.8627, 5.1698, 3.2335], [1.0058, 6.1572, 4.5320], [-1.1307, 4.9339, 4.7498], [-1.4124, 2.7424, 3.6853], [2.9540, 1.0652, 3.3041], [4.8743, -0.4496, 3.4164], [4.8189, -2.6193, 2.2340], [2.8130, -3.2579, 0.9327], [0.9145, -1.7300, 0.7568]],
  "forces_ev_per_a": [[0.2, -0.1, 0.0], [0.0, 0.0, 0.0], [0.0, 0.0, 0.0], [0.0, 0.0, 0.0], [0.0, 0.0, 0.0], [0.0, 0.0, 0.0], [0.0, 0.0, 0.0], [0.0, 0.0, 0.0], [0.0, 0.0, 0.0], [0.0, 0.0, 0.0], [0.0, 0.0, -0.1], [-0.2, 0.1, 0.1], [0.0, 0.0, 0.0], [0.0, 0.0, 0.0], [0.0, 0.0, 0.0], [0.0, 0.0, 0.0], [0.0, 0.0, 0.0], [0.0, 0.0, 0.0], [0.0, 0.0, 0.0], [0.0, 0.0, 0.0], [0.0, 0.0, 0.0], [0.0, 0.0, 0.0], [0.0, 0.0, 0.0], [0.0, 0.0, 0.0], [0.0, 0.0, 0.0], [0.0, 0.0, 0.0], [0.0, 0.0, 0.0], [0.0, 0.0, 0.0], [0.0, 0.0, 0.0], [0.0, 0.0, 0.0], [0.0, 0.0, 0.0], [0.0, 0.0, 0.0], [0.0, 0.0, 0.0], [0.0, 0.0, 0.0], [0.0, 0.0, 0.0], [0.1, 0.0, 0.0], [-0.1, 0.0, 0.0], [0.0, 0.0, 0.0], [0.0, 0.0, 0.0], [0.0, 0.0, 0.0], [0.0, 0.0, 0.0], [0.0, 0.0, 0.0], [0.0, 0.0, 0.0], [0.0, 0.0, 0.0], [0.0, 0.0, 0.0], [0.0, 0.0, 0.0], [0.0, 0.0, 0.0], [0.0, 0.0, 0.0], [0.0, 0.0, 0.0], [0.0, 0.0, 0.0], [0.0, 0.0, 0.0], [0.0, 0.0, 0.0], [0.0, 0.0, 0.0], [0.0, 0.0, 0.0], [0.0, 0.0, 0.0], [0.0, 0.0, 0.0], [0.0, 0.0, 0.0], [0.0, 0.0, 0.0], [0.0, 0.0, 0.0], [0.0, 0.0, 0.0], [0.0, 0.0, 0.0], [0.0, 0.0, 0.0], [0.0, 0.0, 0.0], [0.0, 0.0, 0.0], [0.0, 0.0, 0.0], [0.0, 0.0, 0.0], [0.0, 0.0, 0.0], [0.0, 0.0, 0.0], [0.0, 0.0, 0.0], [0.0, 0.0, 0.0], [0.0, 0.0, 0.0], [0.0, 0.0, 0.0], [0.0, 0.0, 0.0], [0.0, 0.0, 0.0], [0.0, 0.0, 0.0], [0.0, 0.0, 0.0], [0.0, 0.0, 0.0]],
  "multiplicity": 5,
  "homo_energy_ev": [-10.588, -11.144],
  "total_charge": 1,
  "relative_energy_ev": 8.2935,
  "s_squared": 6.149
}

---

Max |F| list, top to bottom, in eV/A: 4.367 2.384 6.842 0.222